Entry 1:
{
  "formula": "C2HBrN2O2",
  "method": "ωB97M-V/def2-TZVPD",
  "elements": ["C", "C", "N", "N", "O", "O", "Br", "H"],
  "xyz": [[1.119778, -1.051890, 0.482344], [0.141215, -1.127378, -0.471904], [1.858202, -1.226584, 1.411036], [-0.634329, 1.729311, -0.166730], [0.160974, 2.572062, -0.336736], [-1.476511, 1.426150, 0.633838], [-1.573818, -1.492629, -0.051039], [0.404491, -0.829041, -1.500809]],
  "atomic_forces_ev_per_a": [[3.1, -1.5, 4.6], [-0.3, 2.3, -1.9], [-2.4, 1.0, -3.4], [-0.2, -3.6, 0.0], [0.0, 1.3, 0.4], [0.5, 1.3, -0.3], [-0.3, -0.3, 0.1], [-0.4, -0.6, 0.6]],
  "mulliken_charge": [0.537, -0.539, -0.372, 0.678, -0.408, -0.358, 0.091, 0.372],
  "lumo_energy_ha": [-0.121, -0.121],
  "homo_ha": [-0.3038, -0.3038],
  "homo_lumo_gap_ha": [0.1828, 0.1828],
  "total_charge": 0
}

---

Entry 2:
{
  "formula": "C2HBrN2O2",
  "method": "ωB97M-V/def2-TZVPD",
  "elements": ["N", "C", "C", "Br", "N", "O", "O", "H"],
  "xyz": [[0.276311, -2.090873, 1.231242], [0.062344, -1.021626, 0.889239], [-0.425948, 0.344173, 0.307363], [-0.018174, 1.952405, 1.211444], [0.343787, 0.269914, -0.984885], [-0.072259, -0.493826, -1.811522], [1.302009, 0.990276, -1.051274], [-1.468071, 0.049558, 0.208393]],
  "atomic_forces_ev_per_a": [[0.2, -0.4, 0.2], [-0.6, 2.4, 0.1], [1.0, -3.4, 1.3], [-0.4, -0.3, 0.4], [-0.3, 1.2, -0.6], [-0.1, -0.4, -0.3], [0.4, -0.2, -0.5], [-0.2, 1.1, -0.6]],
  "mulliken_charge": [-0.309, 0.054, 0.051, -0.001, 0.879, -0.508, -0.488, 0.323],
  "lumo_energy_ha": -0.022,
  "homo_ha": -0.4238,
  "homo_lumo_gap_ha": 0.4016,
  "total_charge": 0,
  "smiles": "N#C[C@@H](Br)[N+](=O)[O-]"
}

---

Entry 3:
{
  "formula": "C2HBrNO3",
  "method": "ωB97M-V/def2-TZVPD",
  "elements": ["C", "C", "N", "O", "O", "O", "Br", "H"],
  "xyz": [[2.995089, 0.741014, 0.065939], [-2.091847, -0.148715, -0.393482], [-3.168807, -0.486610, -0.075806], [2.656977, 1.327309, -0.892742], [3.836835, 0.407632, 0.806531], [-4.338578, -0.777627, 0.205309], [1.114033, -0.934220, 0.554742], [-1.003703, -0.128782, -0.270492]],
  "atomic_forces_ev_per_a": [[1.6, 0.2, -1.2], [-1.9, -0.8, 0.9], [0.5, 0.4, -0.3], [-1.2, 0.2, 0.0], [-0.2, -0.4, 1.2], [1.4, 0.3, -0.4], [-0.3, 0.0, 0.0], [0.0, 0.0, -0.1]],
  "mulliken_charge": [0.668, 0.097, 0.408, -0.439, -0.425, -0.615, -0.735, 0.042],
  "lumo_energy_ha": 0.136,
  "homo_ha": -0.1888,
  "homo_lumo_gap_ha": 0.3249,
  "total_charge": -1
}

---

Entry 4:
{
  "formula": "C2HCaLiO2",
  "method": "ωB97M-V/def2-TZVPD",
  "elements": ["O", "C", "Ca", "Li", "H", "C", "O"],
  "xyz": [[-2.034815, 0.032516, -0.654501], [-1.541402, 0.187477, -1.827382], [-3.737722, 0.345001, 0.390541], [0.081808, -0.477915, -0.439874], [-2.345671, 0.381143, -2.577317], [1.953240, 0.671090, 0.431717], [2.852364, 1.114685, 0.938848]],
  "atomic_forces_ev_per_a": [[-0.3, -0.1, 0.8], [1.2, -0.4, -0.7], [-1.0, 0.2, 0.5], [0.2, 0.4, -0.6], [0.1, 0.1, 0.1], [0.7, 0.2, 0.6], [-0.9, -0.4, -0.6]],
  "mulliken_charge": [-0.595, -0.176, 1.754, 0.916, 0.160, -0.131, 0.072],
  "lumo_energy_ha": -0.362,
  "homo_ha": -0.6065,
  "homo_lumo_gap_ha": 0.2445,
  "total_charge": 2
}

---

Entry 5:
{
  "formula": "C2HCl",
  "method": "ωB97M-V/def2-TZVPD",
  "elements": ["C", "C", "Cl", "H"],
  "xyz": [[0.779383, 0.898118, 0.030704], [-1.240626, -1.138820, 0.039682], [-0.806951, 0.388238, 0.018812], [1.268192, -0.147537, -0.089199]],
  "atomic_forces_ev_per_a": [[2.0, -1.3, -0.3], [-0.3, -1.6, 0.0], [-1.6, 1.5, 0.1], [-0.1, 1.4, 0.2]],
  "mulliken_charge": [-0.313, -0.107, 0.259, 0.161],
  "lumo_energy_ha": [-0.058, -0.068],
  "homo_ha": [-0.3275, -0.3395],
  "homo_lumo_gap_ha": [0.2696, 0.2712],
  "total_charge": 0
}

---

Entry 6:
{
  "formula": "C2HCl2F",
  "method": "ωB97M-V/def2-TZVPD",
  "elements": ["F", "C", "Cl", "C", "Cl", "H"],
  "xyz": [[0.497167, 1.754288, 0.004394], [0.472066, 0.498772, -0.080586], [1.941450, -0.422483, -0.013249], [-0.512806, -0.373118, -0.074144], [-2.174954, -0.087426, -0.012338], [-0.222924, -1.370032, 0.175921]],
  "atomic_forces_ev_per_a": [[0.1, 2.5, -0.3], [0.2, -3.7, 0.3], [1.5, 1.0, 0.0], [-0.8, 0.1, 0.6], [-0.8, 0.5, -0.1], [-0.2, -0.5, -0.5]],
  "mulliken_charge": [-0.184, 0.524, -0.178, -0.343, -0.158, 0.340],
  "lumo_energy_ha": 0.028,
  "homo_ha": -0.3473,
  "homo_lumo_gap_ha": 0.3754,
  "total_charge": 0,
  "smiles": "F/C(Cl)=C\\Cl"
}

---

Molecular weight, respectively: 164.95; 164.95; 166.94; 104.05; 60.48; 114.93 g/mol.
Max |F|, respectively: 5.77; 3.75; 2.20; 1.46; 2.40; 3.72 eV Å⁻¹.